12
Properties=species:S:1:pos:R:3:mulliken_charge:R:1 method="wB97M-V/def2-TZVPD" e_above_lowest_kcal_mol=100.5 homo_lumo_gap_ha=0.3085 max_force_ev_per_a=0.84 lumo_ev=-0.44
O 0.74 0.59 3.08 -0.465
C -1.60 -0.33 -0.43 -0.420
C -0.69 0.86 -0.69 -0.581
C 0.60 0.03 -0.45 0.196
C -0.35 -1.19 -0.39 -0.580
C 0.95 0.45 1.93 0.650
N 1.29 0.33 0.78 -0.483
H -0.83 1.19 -1.73 0.295
H -0.86 1.73 -0.05 0.342
H 1.34 0.04 -1.25 0.408
H -0.27 -1.86 0.48 0.340
H -0.33 -1.83 -1.28 0.295


12
Properties=species:S:1:pos:R:3:mulliken_charge:R:1 method="wB97M-V/def2-TZVPD" e_above_lowest_kcal_mol=56.9 homo_lumo_gap_ha=0.4148 smiles=C#C[C@@H](O)CC#N max_force_ev_per_a=1.08 lumo_ev=0.71
O 0.12 0.79 -1.88 -0.509
C -0.09 0.68 -0.49 0.236
C -1.21 -0.36 -0.22 -0.508
C -1.13 -0.85 1.15 0.298
N -0.97 -1.21 2.24 -0.403
C 1.11 0.28 0.24 -0.819
C 2.03 -0.11 0.92 0.220
H 1.07 0.74 -2.04 0.342
H -0.45 1.65 -0.11 0.181
H -2.19 0.08 -0.42 0.299
H -1.07 -1.17 -0.94 0.245
H 2.77 -0.53 1.55 0.418


12
Properties=species:S:1:pos:R:3:mulliken_charge:R:1 method="wB97M-V/def2-TZVPD" e_above_lowest_kcal_mol=95.8 homo_lumo_gap_ha=0.3607 smiles="OC=C=CC1=NC1" max_force_ev_per_a=0.49 lumo_ev=0.23
O 2.13 -0.29 -0.98 -0.455
C 1.08 -1.05 -0.59 -0.065
C -0.24 0.87 1.35 -0.487
C -1.23 0.51 0.37 0.593
N -1.71 1.34 1.18 -0.536
C -0.16 -0.94 -1.03 -0.075
C -1.32 -0.35 -0.80 -0.559
H 1.80 0.44 -1.51 0.352
H 1.37 -1.82 0.11 0.332
H -0.02 0.20 2.18 0.241
H 0.55 1.58 1.10 0.240
H -2.24 -0.47 -1.36 0.419